No. 1
{"formula": "C31H83N7O10Zn", "method": "wB97M-V/def2-TZVPD", "symbols": ["Zn", "C", "C", "O", "O", "H", "H", "H", "C", "O", "H", "H", "H", "C", "C", "C", "O", "C", "N", "H", "H", "H", "H", "H", "H", "H", "H", "H", "H", "H", "C", "C", "C", "O", "C", "N", "H", "H", "H", "H", "H", "H", "H", "H", "H", "H", "H", "C", "C", "C", "O", "C", "N", "H", "H", "H", "H", "H", "H", "H", "H", "H", "H", "H", "C", "C", "C", "O", "C", "N", "H", "H", "H", "H", "H", "H", "H", "H", "H", "H", "H", "C", "C", "C", "O", "C", "N", "H", "H", "H", "H", "H", "H", "H", "H", "H", "H", "H", "C", "C", "C", "O", "C", "N", "H", "H", "H", "H", "H", "H", "H", "H", "H", "H", "H", "C", "C", "C", "O", "C", "N", "H", "H", "H", "H", "H", "H", "H", "H", "H", "H", "H"], "coordinates": [[-1.42951, 11.99195, 19.23935], [-2.89400, 9.49654, 16.17962], [-2.20584, 10.28760, 17.34699], [-2.71706, 11.32495, 17.79735], [-1.08281, 9.82753, 17.78335], [-3.63790, 10.08085, 15.56613], [-3.34290, 8.62289, 16.66570], [-2.06553, 9.22611, 15.48274], [-0.73553, 10.28149, 21.47994], [-1.46376, 11.46226, 21.10335], [-0.20653, 10.44675, 22.46984], [-1.26133, 9.30670, 21.54080], [0.14612, 10.07826, 20.81759], [2.89831, 9.33430, 23.00525], [2.29787, 10.25267, 24.01708], [1.42510, 9.47630, 25.03496], [0.79851, 10.38570, 25.99105], [-0.34304, 9.88348, 26.59709], [3.47647, 11.01337, 24.55493], [3.66830, 9.85196, 22.31408], [2.14875, 8.72851, 22.45847], [3.54010, 8.57265, 23.46709], [1.76097, 10.96388, 23.45759], [1.92791, 8.71965, 25.63427], [0.70126, 8.94567, 24.43659], [-0.86603, 10.68924, 27.16567], [-0.18155, 9.14164, 27.38172], [-1.06505, 9.40590, 25.90911], [4.13849, 10.32575, 24.84135], [3.12321, 11.51689, 25.37251], [-3.42037, 13.97714, 22.12723], [-3.84624, 13.30770, 20.84324], [-5.22952, 13.82674, 20.38239], [-6.20037, 13.75758, 21.41980], [-7.00364, 12.62301, 21.36500], [-2.84546, 13.62557, 19.73927], [-4.07316, 13.57622, 22.94502], [-3.54443, 15.04408, 22.08152], [-2.36974, 13.73792, 22.31899], [-3.69111, 12.23232, 20.84586], [-5.61857, 13.28828, 19.54837], [-5.08303, 14.84384, 20.21760], [-6.50548, 11.71884, 21.68995], [-7.43979, 12.50421, 20.39630], [-7.89677, 12.85288, 21.99620], [-2.18752, 14.33647, 20.01470], [-3.30289, 13.98399, 18.91309], [2.10690, 10.47077, 18.71576], [2.41581, 9.91267, 17.37833], [2.31987, 8.38395, 17.30687], [3.17135, 8.01420, 18.33455], [3.70660, 6.66510, 18.21382], [1.36805, 10.49695, 16.47685], [2.32890, 11.56758, 18.63779], [2.83756, 10.11329, 19.44352], [1.05418, 10.25853, 19.02955], [3.40547, 10.20810, 16.96297], [2.66736, 8.10355, 16.27909], [1.30041, 7.93332, 17.43620], [4.28407, 6.59106, 19.06259], [4.31483, 6.51866, 17.35708], [2.92078, 5.89493, 18.20571], [0.39886, 10.25045, 16.79442], [1.54175, 10.19960, 15.49741], [-0.67664, 15.41295, 17.50641], [0.36720, 14.24982, 17.61548], [1.27257, 14.44350, 18.82990], [0.49688, 14.57629, 20.02764], [1.32746, 14.94578, 21.14486], [-0.27203, 12.94307, 17.58186], [-1.28539, 15.24564, 16.62606], [-0.07694, 16.32752, 17.45863], [-1.27826, 15.46433, 18.42937], [1.01132, 14.30269, 16.74462], [1.89234, 15.31893, 18.65417], [1.92426, 13.50320, 18.87797], [1.81334, 14.14247, 21.61890], [0.70833, 15.30017, 21.91125], [2.08123, 15.59171, 20.77281], [-0.88472, 12.86554, 16.76025], [0.47092, 12.25305, 17.37712], [-0.44849, 5.60680, 17.79857], [-1.73721, 6.40200, 17.53805], [-2.84477, 5.44617, 17.13469], [-4.10778, 5.99523, 16.72993], [-5.22970, 5.13813, 16.74297], [-2.07287, 7.01682, 18.89149], [-0.41462, 4.57024, 17.46902], [-0.34851, 5.56676, 18.82537], [0.38779, 6.05803, 17.38316], [-1.50959, 7.15442, 16.74336], [-3.08373, 4.78093, 18.00421], [-2.45756, 4.81221, 16.30589], [-4.99878, 4.28276, 16.10771], [-6.08277, 5.72536, 16.32548], [-5.46354, 4.86748, 17.83795], [-3.00323, 7.52078, 18.84180], [-1.34204, 7.68653, 19.09364], [-5.44780, 6.82937, 23.14698], [-4.81116, 7.90786, 22.31395], [-4.19642, 8.98633, 23.23727], [-5.17360, 9.50462, 24.14530], [-4.74942, 10.52156, 25.04915], [-3.91686, 7.48709, 21.29509], [-4.78081, 6.24563, 23.81731], [-5.81984, 6.13606, 22.45837], [-6.36729, 7.27025, 23.61261], [-5.67632, 8.35124, 21.80618], [-3.79073, 9.84146, 22.63307], [-3.39967, 8.53396, 23.79684], [-4.38673, 11.36519, 24.46308], [-4.06476, 10.17828, 25.81062], [-5.68883, 10.85746, 25.41558], [-4.16480, 6.51188, 21.13440], [-3.96410, 7.96002, 20.42918], [1.91387, 2.85752, 20.39404], [2.18560, 3.65979, 21.63852], [1.07223, 4.65912, 21.92148], [1.19935, 5.75834, 21.02524], [0.36497, 6.78862, 21.32553], [2.20467, 2.82980, 22.81026], [1.22834, 2.02622, 20.54651], [2.89376, 2.42307, 20.10238], [1.44736, 3.48297, 19.65476], [3.13446, 4.19139, 21.37842], [1.17860, 5.03844, 22.94168], [0.09291, 4.21220, 21.89161], [0.44822, 7.56247, 20.50669], [0.53936, 7.30460, 22.28706], [-0.69724, 6.52053, 21.20749], [2.46009, 1.87708, 22.65636], [2.85579, 3.20034, 23.47176]], "mol_weight_g_mol": 779.434, "lumo_ev": 0.33, "de_lowest_ev": 0.797}

No. 2
{"formula": "C15H40BF4O15PtS5", "method": "wB97M-V/def2-TZVPD", "symbols": ["Pt", "B", "F", "F", "F", "F", "O", "S", "O", "O", "C", "C", "C", "H", "H", "H", "H", "H", "H", "H", "H", "O", "S", "O", "O", "C", "C", "C", "H", "H", "H", "H", "H", "H", "H", "H", "O", "S", "O", "O", "C", "C", "C", "H", "H", "H", "H", "H", "H", "H", "H", "O", "S", "O", "O", "C", "C", "C", "H", "H", "H", "H", "H", "H", "H", "H", "O", "S", "O", "O", "C", "C", "C", "H", "H", "H", "H", "H", "H", "H", "H"], "coordinates": [[-0.17800, -0.55677, -2.07736], [1.48705, 0.11035, 0.00886], [2.16152, 0.43306, -1.09669], [0.62545, -0.88821, -0.24353], [2.35418, -0.31231, 0.91914], [0.82043, 1.25884, 0.32917], [1.27269, -2.10557, -2.73178], [2.10372, -3.23517, -2.94697], [1.68069, -4.29591, -3.87794], [3.56272, -2.65618, -3.44818], [4.21447, -1.57787, -2.69173], [4.05632, -0.32955, -3.57822], [2.51103, -3.96966, -1.33478], [5.29329, -1.73354, -2.69324], [3.82780, -1.33101, -1.70297], [4.09045, 0.67616, -3.15932], [3.05053, -0.42550, -3.98722], [4.76480, -0.35001, -4.40631], [2.31358, -3.28426, -0.51056], [3.51531, -4.39014, -1.28259], [1.89046, -4.85278, -1.18279], [-1.69343, 0.39497, -0.60465], [-2.60261, 1.26704, 0.03719], [-2.43212, 2.69230, 0.06392], [-4.15383, 0.86216, -0.41705], [-5.16133, 1.82776, -0.32321], [-6.52407, 1.13306, -0.57971], [-2.55103, 0.77090, 1.82649], [-4.91290, 2.75554, -0.83859], [-5.22484, 2.16327, 0.71192], [-6.58602, 0.55725, -1.50313], [-7.39673, 1.75145, -0.36958], [-6.61458, 0.30918, 0.12820], [-3.03428, -0.19859, 1.94755], [-2.98287, 1.53461, 2.47330], [-1.49009, 0.57810, 1.98563], [2.89920, 2.96942, -2.83526], [1.49058, 2.78654, -3.31988], [0.66426, 1.62338, -3.05138], [0.68873, 4.17284, -2.87103], [-0.64495, 3.99085, -2.29659], [-1.46790, 5.33146, -2.23852], [1.52432, 2.96602, -5.15933], [-0.46526, 3.47234, -1.35480], [-1.19288, 3.37935, -3.01349], [-1.29041, 5.81526, -1.27804], [-2.55579, 5.34762, -2.30438], [-1.21121, 6.07145, -2.99657], [2.41876, 2.42132, -5.46163], [1.50893, 4.05585, -5.17039], [0.61619, 2.54689, -5.59261], [0.49344, -0.47747, 5.69951], [0.54439, 0.78759, 4.93564], [-0.61564, 1.37435, 4.25494], [1.31488, 1.87337, 5.90056], [1.54700, 3.17034, 5.40944], [2.40191, 3.99449, 6.46845], [1.85185, 0.56144, 3.62566], [0.62714, 3.69210, 5.14541], [2.10310, 3.25764, 4.47604], [2.78483, 4.88958, 5.97826], [3.29778, 3.38516, 6.58779], [1.93270, 4.09423, 7.44722], [2.81458, 0.69298, 4.11958], [1.60904, 1.23657, 2.80508], [1.75273, -0.46964, 3.28631], [-2.58518, -2.94658, 0.71175], [-1.58898, -3.41684, -0.26101], [-1.03446, -2.58961, -1.35384], [-0.31662, -4.01416, 0.64597], [-0.61457, -4.58606, 1.93220], [-0.83660, -6.14417, 1.88332], [-2.15571, -5.07510, -0.87137], [-1.57273, -4.26269, 2.33896], [0.22210, -4.45108, 2.61767], [-0.56191, -6.70047, 2.77952], [-0.09405, -6.55184, 1.19737], [-1.81629, -6.44095, 1.50882], [-1.38699, -5.82823, -0.69825], [-2.06208, -5.09393, -1.95718], [-3.09573, -5.49496, -0.51335]], "s2": 3.76, "spin_multiplicity": 4, "mol_weight_g_mol": 902.687, "charge": 2, "lumo_ev": [-5.95, -12.27]}

No. 3
{"formula": "C36H54O27", "method": "wB97M-V/def2-TZVPD", "symbols": ["C", "C", "C", "O", "C", "O", "O", "H", "H", "H", "H", "H", "H", "C", "C", "C", "O", "C", "O", "O", "H", "H", "H", "H", "H", "H", "C", "C", "C", "O", "C", "O", "O", "H", "H", "H", "H", "H", "H", "C", "C", "C", "O", "C", "O", "O", "H", "H", "H", "H", "H", "H", "C", "C", "C", "O", "C", "O", "O", "H", "H", "H", "H", "H", "H", "C", "C", "C", "O", "C", "O", "O", "H", "H", "H", "H", "H", "H", "C", "C", "C", "O", "C", "O", "O", "H", "H", "H", "H", "H", "H", "C", "C", "C", "O", "C", "O", "O", "H", "H", "H", "H", "H", "H", "C", "C", "C", "O", "C", "O", "O", "H", "H", "H", "H", "H", "H"], "coordinates": [[4.13056, 10.47041, 7.07030], [4.06660, 8.92354, 6.90626], [5.13331, 8.14440, 6.06099], [5.60036, 7.18506, 7.00092], [4.97135, 7.32221, 8.19998], [5.16671, 6.56633, 9.20358], [4.07862, 8.27070, 8.16180], [5.06656, 10.76356, 7.54576], [3.38724, 10.79847, 7.79691], [3.92908, 10.92791, 6.10169], [3.09171, 8.71511, 6.46554], [5.93945, 8.80919, 5.75066], [4.76445, 7.66416, 5.15468], [0.35636, -2.04952, 0.63788], [0.36081, -0.55365, 0.21713], [-0.83883, 0.17338, 0.71667], [-0.32895, 1.45981, 1.03412], [1.03511, 1.36039, 1.14338], [1.75528, 2.25003, 1.67311], [1.46123, 0.13697, 0.73099], [0.47105, -2.31640, 1.68846], [1.15368, -2.51352, 0.05729], [-0.48809, -2.56487, 0.18025], [0.43157, -0.40171, -0.85990], [-1.13832, -0.29018, 1.65663], [-1.63707, 0.11702, -0.02342], [4.46385, -9.08135, 3.23743], [4.02121, -7.59637, 3.13415], [3.71182, -6.88981, 4.45365], [4.45553, -5.71458, 4.44855], [5.27545, -5.62669, 3.38707], [6.04176, -4.73689, 3.16142], [5.09077, -6.77587, 2.64607], [3.59509, -9.71230, 3.42519], [5.25829, -9.14850, 3.98070], [4.96046, -9.39422, 2.31897], [3.10713, -7.51516, 2.54597], [3.88188, -7.51883, 5.32745], [2.65698, -6.63150, 4.54689], [2.09544, 8.80401, -0.26584], [0.80795, 9.43194, 0.18406], [-0.48059, 8.69524, -0.33235], [-1.37374, 8.60169, 0.71347], [-0.72721, 8.87233, 1.84159], [-1.15668, 8.84707, 3.02520], [0.53997, 9.27416, 1.55299], [2.95432, 9.40874, 0.02525], [2.14206, 8.72593, -1.35204], [2.14285, 7.74186, -0.02567], [0.81895, 10.49739, -0.04574], [-0.25481, 7.67787, -0.65186], [-0.95162, 9.28629, -1.11777], [0.77752, -8.78933, -2.47308], [-0.19103, -9.09033, -3.62776], [-1.28588, -8.07775, -3.92950], [-1.16922, -7.77132, -5.32432], [-0.08008, -8.53213, -5.85250], [0.26889, -8.57436, -7.06583], [0.48851, -9.24492, -4.86197], [1.64845, -9.44473, -2.46814], [0.22308, -8.76581, -1.53492], [1.21527, -7.80035, -2.60867], [-0.70222, -10.04661, -3.51679], [-1.10893, -7.23582, -3.26022], [-2.27959, -8.51890, -3.85192], [-6.23591, -7.70089, 1.86377], [-6.66547, -6.26947, 1.74711], [-5.94519, -5.40548, 2.72113], [-5.22585, -4.47148, 1.92504], [-5.67273, -4.58081, 0.62751], [-5.35085, -3.80225, -0.21327], [-6.34860, -5.72666, 0.47641], [-5.25487, -7.87430, 1.42152], [-6.93580, -8.36829, 1.36095], [-6.15397, -7.94463, 2.92300], [-7.74171, -6.12788, 1.84597], [-5.24670, -5.97591, 3.33336], [-6.72360, -4.78824, 3.16968], [-7.63410, 5.48830, -0.92187], [-6.68006, 4.43623, -0.26031], [-6.40216, 5.04320, 1.10916], [-6.94061, 4.10639, 2.01754], [-7.33505, 3.00761, 1.32959], [-7.60287, 1.94607, 1.88104], [-7.23153, 3.18240, -0.01455], [-8.11781, 5.09496, -1.81596], [-7.20998, 6.44398, -1.22993], [-8.46524, 5.65858, -0.23753], [-5.79238, 4.39656, -0.89162], [-6.89581, 6.00626, 1.23925], [-5.35004, 5.13639, 1.37833], [7.99855, -3.15745, -3.18225], [6.63235, -2.44286, -3.08228], [6.32018, -1.36329, -4.12440], [4.98023, -1.47780, -4.21531], [4.58577, -2.66931, -3.91545], [3.40135, -3.10353, -4.15124], [5.58827, -3.37419, -3.35374], [8.26516, -3.19069, -4.23862], [7.81495, -4.10933, -2.68395], [8.63585, -2.47436, -2.62070], [6.55616, -2.00781, -2.08577], [6.81565, -1.58435, -5.06979], [6.79227, -0.43789, -3.79445], [-4.09142, 3.18520, -6.84880], [-3.23803, 2.54606, -5.82081], [-2.29291, 1.51920, -6.42284], [-1.11781, 1.87169, -5.79711], [-1.16100, 3.10605, -5.35830], [-0.12977, 3.67550, -4.98097], [-2.39417, 3.43133, -5.19468], [-4.80225, 2.51418, -7.33104], [-3.40410, 3.67307, -7.53995], [-4.74416, 3.83756, -6.26875], [-3.93533, 2.03366, -5.15801], [-2.15861, 1.57819, -7.50291], [-2.55942, 0.51147, -6.10419]], "smiles": "C[C@H]1COC(=O)O1.C[C@H]1COC(=O)O1.C[C@H]1COC(=O)O1.C[C@H]1COC(=O)O1.C[C@H]1COC(=O)O1.C[C@H]1COC(=O)O1.C[C@H]1COC(=O)O1.C[C@H]1COC(=O)O1.C[C@H]1COC(=O)O1", "mol_weight_g_mol": 918.801, "lumo_ev": -0.01, "de_lowest_ev": 5.752}